A structure of composition C31H22Br2F4IPZn. Source: OMol25; level of theory: wB97M-V/def2-TZVPD.

The HOMO-LUMO gap comes out at 7.92 eV. Its total charge is +2.

Last column: Mulliken charge in e.
Element x y z (Å)
1 Zn -1.294 0.040 1.347  0.70
2 C -3.748 0.489 3.739  -1.63
3 C -2.267 0.514 3.582  0.62
4 C -1.552 1.718 3.672  -0.50
5 C -0.173 1.720 3.808  -0.51
6 C 0.537 0.524 3.859  -0.29
7 C -0.131 -0.680 3.720  -0.47
8 C -1.525 -0.696 3.536  -0.70
9 H -3.966 0.475 4.810  0.38
10 H -4.199 -0.404 3.307  0.35
11 H -4.222 1.377 3.326  0.40
12 H -2.101 2.646 3.729  0.54
13 H 0.346 2.657 3.943  0.49
14 H 1.598 0.535 4.055  0.44
15 H 0.400 -1.616 3.824  0.47
16 H -2.062 -1.635 3.612  0.67
17 F -0.070 4.317 -4.223  -0.26
18 C 0.146 3.506 -3.213  0.57
19 C 1.317 2.749 -3.131  0.22
20 F 2.247 2.841 -4.059  -0.26
21 C 1.494 1.883 -2.053  0.14
22 F 2.646 1.226 -1.959  -0.37
23 C 0.535 1.692 -1.057  -0.12
24 P 0.841 0.375 0.208  0.95
25 C 2.424 0.808 0.964  1.03
26 C 2.775 2.146 1.149  -0.58
27 C 4.006 2.452 1.700  -0.81
28 C 4.874 1.439 2.078  -0.55
29 C 4.511 0.111 1.918  -0.75
30 C 3.282 -0.215 1.371  -0.70
31 C 1.019 -1.228 -0.628  0.88
32 C 2.092 -1.547 -1.463  -0.04
33 C 2.123 -2.778 -2.095  -0.85
34 C 1.130 -3.717 -1.870  -0.71
35 C 0.117 -3.445 -0.963  -0.92
36 C 0.059 -2.206 -0.358  -0.55
37 C -0.599 2.509 -1.128  0.00
38 Br -1.930 2.591 0.236  -0.11
39 C -0.790 3.399 -2.183  0.40
40 F -1.883 4.139 -2.202  -0.31
41 H 2.099 2.936 0.852  0.52
42 H 4.292 3.484 1.825  0.48
43 H 5.839 1.688 2.495  0.45
44 H 5.191 -0.673 2.212  0.47
45 H 3.002 -1.252 1.247  0.54
46 H 2.910 -0.864 -1.607  0.55
47 H 2.941 -3.003 -2.760  0.47
48 H 1.170 -4.673 -2.368  0.47
49 H -0.613 -4.204 -0.728  0.49
50 H -0.718 -2.011 0.382  0.01
51 Br -4.438 -4.032 -1.381  -0.14
52 C -3.477 -2.766 -2.404  0.17
53 C -3.108 -3.047 -3.716  -0.37
54 C -2.424 -2.106 -4.463  -0.72
55 C -2.085 -0.881 -3.908  -0.57
56 C -2.437 -0.595 -2.598  0.00
57 C -3.127 -1.536 -1.857  -0.17
58 I -3.737 -1.068 0.160  0.33
59 H -3.372 -4.002 -4.144  0.47
60 H -2.162 -2.326 -5.486  0.44
61 H -1.561 -0.145 -4.497  0.48
62 H -2.190 0.364 -2.166  0.38